Run i
Density functional theory data (ωB97M-V/def2-TZVPD) for one molecule with the formula C8H11N.

Last column: Löwdin charge in e.
Positions of all 20 atoms, in Å:
1 C -0.18837 0.41286 0.49160  -0.291
2 C 0.62336 -0.86784 -1.60915  0.116
3 C 0.12583 -2.09875 0.15610  0.186
4 C -0.21243 -1.05321 0.90685  -0.304
5 C 0.57706 0.52397 -1.81009  -0.374
6 C -0.64234 1.35043 1.58100  -0.064
7 C -0.67384 -1.33385 2.32405  -0.082
8 C 0.87988 1.38208 -2.96856  -0.058
9 N 0.12201 1.05917 -0.58240  0.097
10 H 0.93165 -1.58699 -2.35186  0.022
11 H 0.23367 -3.14295 0.04171  0.054
12 H -1.66784 1.13846 1.87518  0.076
13 H -0.58933 2.36793 1.20521  0.075
14 H -0.01094 1.27143 2.46348  0.074
15 H -0.62186 -2.40352 2.52016  0.076
16 H -1.70299 -1.01131 2.47163  0.079
17 H -0.04220 -0.82388 3.04817  0.077
18 H 1.69159 2.06489 -2.72001  0.081
19 H 0.00185 1.97657 -3.21878  0.081
20 H 1.16525 0.77451 -3.82430  0.078

Its charge is 0. The HOMO-LUMO gap comes out at 9.13 eV.

=====

Run ii
Density functional theory data (ωB97M-V/def2-TZVPD) for C8H11N as an isolated structure.

Last column: Löwdin charge in e.
Positions of all 20 atoms, in Å:
1 C 0.70365 -0.40574 0.36132  -0.541
2 C 0.86628 0.93769 0.71720  -0.282
3 C -0.55137 1.52853 0.77324  -0.041
4 C -1.06740 0.70787 -0.50775  -0.280
5 C -0.01738 0.89815 -1.60676  -0.067
6 C 1.24027 0.71758 -0.57784  -0.137
7 C -0.62141 -0.66568 -0.18419  -0.337
8 C -1.27452 -1.82054 0.01992  0.063
9 H 0.74339 -2.53554 0.59541  0.169
10 H 1.40069 -1.30844 2.15674  0.188
11 H 1.77037 1.16404 1.39807  0.188
12 H -0.96769 2.66677 0.40114  0.173
13 H -1.17853 1.22307 1.66727  0.122
14 H -2.18280 0.73427 -0.88852  0.177
15 H -0.01630 1.86053 -2.09549  0.089
16 H 0.19684 -0.19316 -2.28621  0.202
17 H 2.25730 0.69575 -0.94749  0.142
18 H -0.40531 -2.48291 0.42200  0.013
19 H -2.36987 -2.27004 -0.31793  0.130
20 N 1.47380 -1.45219 0.89986  0.027

Its charge is 0. The HOMO-LUMO gap comes out at 9.09 eV.

=====

Which structure is most stable? run i, by 215.4 kJ/mol over the runner-up.

=====

Run i
Density functional theory data (ωB97M-V/def2-TZVPD) for a 2-piece molecular cluster, CH3Cl3SSi overall.

Last column: Löwdin charge in e.
Positions of all 9 atoms, in Å:
1 C 1.10349 0.77460 0.15464  -0.581
2 Si -1.56066 -0.32826 -0.33085  -0.738
3 S 2.27431 -0.49383 -0.21442  0.556
4 Cl -2.63778 1.41871 0.08741  0.188
5 Cl -2.07257 -1.59192 1.08153  0.329
6 Cl -1.62675 -0.96680 -2.13783  0.388
7 H 1.63596 1.56609 -0.52043  0.012
8 H 1.16278 1.01966 1.22012  -0.018
9 H 1.72122 -1.39825 0.65983  -0.137

Its charge is 0. The HOMO-LUMO gap (alpha / beta) comes out at 7.04 / 7.05 eV.

=====

Run ii
Density functional theory data (ωB97M-V/def2-TZVPD) for a 2-piece molecular cluster, CH3Cl3SSi overall.

Last column: Löwdin charge in e.
Positions of all 9 atoms, in Å:
1 C -1.34986 -0.34744 -0.27327  -0.430
2 Si 1.75971 -0.01802 -0.02697  -0.689
3 S -1.96677 1.27826 -0.05774  0.693
4 Cl 2.32143 -1.53886 1.21496  0.212
5 Cl 2.12720 1.67961 0.83229  0.318
6 Cl 2.82099 -0.19114 -1.80540  0.187
7 H -1.28403 -0.78484 -1.16546  -0.053
8 H -1.61309 -0.90210 0.50040  -0.057
9 H -2.81558 0.82452 0.78119  -0.180

Its charge is 0. The HOMO-LUMO gap (alpha / beta) comes out at 7.16 / 7.61 eV.

=====

Which structure is most stable? run i, by 12.6 kJ/mol over the runner-up.

=====

Run i
Density functional theory data (ωB97M-V/def2-TZVPD) for an isolated ion of composition C8H7O3S and charge -1.

Last column: Löwdin charge in e.
Positions of all 19 atoms, in Å:
1 C -3.25784 0.79310 -0.57251  -0.238
2 C -1.90534 0.58912 -0.38662  -0.196
3 C -3.96781 -0.41963 -0.75858  -0.508
4 C -1.45240 -0.73578 -0.46787  -0.542
5 C 3.04981 -1.03103 1.04842  -0.721
6 C -0.18896 -1.20356 -0.34224  -0.058
7 C 2.17556 -0.04796 0.38589  -0.173
8 C 2.61996 1.37180 0.32913  -0.004
9 O 4.16404 -0.61540 1.45688  -0.052
10 O 2.60508 -2.16277 1.15795  0.005
11 O 0.95019 -0.24456 -0.01720  0.031
12 S -2.90221 -1.75904 -0.63390  0.939
13 H -3.79292 1.79381 -0.76696  0.114
14 H -1.18539 1.34057 -0.42060  0.076
15 H -5.07494 -0.57549 -0.83033  0.051
16 H -0.01965 -2.21164 -0.15234  0.070
17 H 2.17717 1.83952 -0.50055  0.068
18 H 3.65974 1.29160 0.32919  0.057
19 H 2.34592 1.98735 1.14224  0.079

Its charge is -1. The HOMO-LUMO gap (alpha / beta) comes out at 6.23 / 5.42 eV.

=====

Run ii
Density functional theory data (ωB97M-V/def2-TZVPD) for an isolated ion of composition C8H7O3S and charge -1.

Last column: Löwdin charge in e.
Positions of all 19 atoms, in Å:
1 C -2.52060 -0.69151 0.69066  -0.126
2 C -2.39995 -0.44696 -0.67412  -0.144
3 C -1.34074 -0.55879 1.48054  -0.062
4 C -1.22902 -0.03988 -1.26503  -0.046
5 C -0.12902 -0.10431 0.93096  -0.036
6 C -0.08517 0.05911 -0.44638  -0.280
7 C 2.02687 1.75705 -0.02426  -0.303
8 C 1.20718 0.49243 -0.97215  -0.258
9 O 2.87506 0.05417 0.87790  -0.553
10 O 1.44767 2.38714 0.79787  0.025
11 O 2.04954 -2.09099 0.01202  -0.526
12 S 2.57884 -0.77850 -0.39254  0.722
13 H -3.48512 -1.06954 1.11694  0.097
14 H -3.32683 -0.72172 -1.15426  0.081
15 H -1.61709 -1.06385 2.40639  0.088
16 H -1.15428 0.30105 -2.29796  0.104
17 H 0.78363 -0.16080 1.44410  0.075
18 H 2.90418 1.93167 -0.53960  0.071
19 H 1.41486 0.74425 -1.99107  0.072

Its charge is -1. The HOMO-LUMO gap comes out at 7.21 eV.

=====

Which structure is most stable? run ii, by 148.9 kJ/mol over the runner-up.

=====

Run i
Density functional theory data (ωB97M-V/def2-TZVPD) for H2KO as an isolated structure.

Last column: Löwdin charge in e.
Positions of all 4 atoms, in Å:
1 O -0.55349 0.83237 0.25446  -0.100
2 H -0.31306 1.63977 -0.25400  0.050
3 H -1.40583 1.05877 0.69094  0.053
4 K 2.27238 -3.53091 -0.69139  0.996

Its charge is +1. The HOMO-LUMO gap comes out at 9.63 eV.

=====

Run ii
Density functional theory data (ωB97M-V/def2-TZVPD) for H2KO as an isolated structure.

Last column: Löwdin charge in e.
Positions of all 4 atoms, in Å:
1 O -0.05474 0.48125 -0.14604  -0.134
2 H -0.52398 0.52804 0.71760  0.062
3 H -0.47526 1.18125 -0.69504  0.080
4 K 1.05399 -2.19054 0.12348  0.992

Its charge is +1. The HOMO-LUMO gap comes out at 11.98 eV.

=====

Run iii
Density functional theory data (ωB97M-V/def2-TZVPD) for H2KO as an isolated structure.

Last column: Löwdin charge in e.
Positions of all 4 atoms, in Å:
1 K 0.68111 -1.38035 -0.79246  1.112
2 O -0.30016 0.19465 -0.01287  -0.267
3 H -0.62965 0.20974 0.88571  0.083
4 H 0.24869 0.97596 -0.08039  0.072

Its charge is +1. The HOMO-LUMO gap comes out at 13.49 eV.

=====

Which structure is most stable? run ii, by 39.4 kJ/mol over the runner-up.

=====

Run i
Density functional theory data (ωB97M-V/def2-TZVPD) for an isolated ion of composition C9H18N3 and charge +1.

Last column: Löwdin charge in e.
Positions of all 30 atoms, in Å:
1 C -1.49625 0.92330 0.29843  0.160
2 C 3.77773 -1.98343 0.30110  -0.087
3 C -3.94766 1.04121 0.31320  0.028
4 C -2.63328 -0.69632 1.82299  0.001
5 C 3.57443 -0.42283 0.35663  -0.243
6 C 2.23268 -0.08463 -0.35767  -0.218
7 C 1.76925 1.39642 -0.45613  -0.116
8 C 0.37458 1.55674 -1.26356  -0.116
9 C -2.70216 0.08558 0.48285  -0.554
10 N -2.13249 -0.89148 -1.55485  0.190
11 N -2.86855 -0.84192 -0.54511  0.031
12 N -0.70241 1.08724 -0.55032  0.188
13 H 3.00473 -2.47930 0.92997  0.081
14 H 3.53592 -2.33522 -0.76209  0.098
15 H 4.78680 -2.10864 0.49990  0.040
16 H -4.77718 0.34499 0.36979  0.100
17 H -3.77395 1.39269 -0.69580  0.093
18 H -4.27502 1.75196 0.98652  0.073
19 H -3.25678 -1.63959 1.74920  0.118
20 H -3.07805 -0.13162 2.63463  0.086
21 H -1.62463 -0.95477 2.17809  0.091
22 H 4.37044 -0.02259 -0.31125  0.114
23 H 3.70068 0.12765 1.25521  0.089
24 H 1.43368 -0.69490 0.03408  0.097
25 H 2.55249 -0.33993 -1.37970  0.116
26 H 2.40856 1.99009 -1.07158  0.100
27 H 1.69987 2.05108 0.45321  0.130
28 H 0.43113 0.90433 -2.04569  0.110
29 H 0.14443 2.52330 -1.48759  0.115
30 H -2.52898 -1.54938 -2.18445  0.083

Its charge is +1. The HOMO-LUMO gap comes out at 9.46 eV.

=====

Run ii
Density functional theory data (ωB97M-V/def2-TZVPD) for an isolated ion of composition C9H18N3 and charge +1.

Last column: Löwdin charge in e.
Positions of all 30 atoms, in Å:
1 C -0.54544 -3.13437 0.38723  -0.080
2 C 0.14416 -2.09426 0.91306  -0.076
3 C -1.00312 -1.44394 -0.82306  -0.340
4 C -1.59234 -0.44233 -1.83287  0.022
5 C -1.71723 0.93794 1.95709  -0.091
6 C 1.42749 2.14963 -0.87151  0.049
7 C 2.01112 -0.19051 -1.03505  -0.014
8 C -0.26358 0.80881 1.89432  -0.170
9 C 0.09472 0.38546 0.40991  -0.241
10 N -1.36186 -2.67151 -0.66881  0.136
11 N -0.10841 -0.96485 0.14729  -0.070
12 N 1.48866 0.82683 -0.12454  -0.094
13 H -0.52078 -4.21759 0.64281  0.126
14 H 0.69863 -1.89289 1.81007  0.116
15 H -2.28135 -0.93739 -2.44050  0.065
16 H -1.88882 0.45752 -1.30710  0.067
17 H -0.82761 -0.19829 -2.64733  0.101
18 H -2.41390 0.16877 1.49009  0.117
19 H -2.09055 1.84672 1.29703  0.129
20 H -1.95855 1.11732 3.01108  0.092
21 H 1.35250 2.94411 -0.22717  0.082
22 H 2.24848 2.21721 -1.62332  0.129
23 H 0.59373 2.05677 -1.50949  0.088
24 H 1.40246 -0.20239 -2.00718  0.137
25 H 3.04629 0.10938 -1.33099  0.123
26 H 2.11351 -1.17399 -0.55685  0.111
27 H 0.36675 1.65901 2.01955  0.110
28 H 0.11813 0.06142 2.53530  0.096
29 H -0.66951 0.81437 -0.16950  0.089
30 H 2.13642 1.00302 0.66043  0.194

Its charge is +1. The HOMO-LUMO gap comes out at 9.30 eV.

=====

Which structure is most stable? run ii, by 245.8 kJ/mol over the runner-up.

=====

Run i
Density functional theory data (ωB97M-V/def2-TZVPD) for a 2-piece molecular cluster, C6H9BrN3O2 overall.

Last column: Löwdin charge in e.
Positions of all 21 atoms, in Å:
1 C -0.51151 -0.30979 -2.34762  0.018
2 C -1.60117 -0.90689 -1.60385  0.063
3 C 0.45740 0.41226 -1.71673  0.016
4 C -1.58182 -0.66394 -0.26879  -0.115
5 C 0.51651 0.54743 -0.26927  -0.348
6 C 1.59062 1.76982 1.66092  -0.006
7 N -0.58663 0.06517 0.38731  0.161
8 N -2.59198 -1.21167 0.70544  -0.323
9 N 1.46492 1.30423 0.26539  0.045
10 O -3.62550 -1.70608 0.33966  0.158
11 O -2.25290 -1.03164 1.85193  0.090
12 Br 1.75240 -2.18857 0.37259  0.528
13 H -0.62968 -0.33048 -3.42275  0.133
14 H -2.27484 -1.51355 -2.08875  0.111
15 H 1.10301 1.02242 -2.27111  0.112
16 H 2.60108 1.77298 2.07793  0.104
17 H 1.28387 2.76163 1.62464  0.068
18 H 0.87451 1.24731 2.40880  0.125
19 H -0.64978 0.21801 1.46966  0.200
20 H 2.52572 -2.87855 1.24451  -0.299
21 H 2.13575 1.61990 -0.41990  0.160

Its charge is +1. The HOMO-LUMO gap comes out at 8.79 eV.

=====

Run ii
Density functional theory data (ωB97M-V/def2-TZVPD) for an isolated ion of composition C6H9BrN3O2 and charge +1.

Last column: Löwdin charge in e.
Positions of all 21 atoms, in Å:
1 C 0.20505 0.99626 -1.88486  0.013
2 C -0.96100 0.53218 -1.16554  -0.015
3 C 1.44232 0.76386 -1.37416  -0.124
4 C -1.07973 -0.62371 -0.45304  -0.217
5 C 1.72816 0.24940 -0.04402  -0.613
6 C 0.12240 0.89816 1.83075  0.013
7 N -0.17760 -1.50978 -0.05698  0.202
8 N -2.44471 -1.13773 -0.03552  -0.316
9 N 1.23949 0.20821 1.19122  -0.033
10 O -3.45479 -0.54421 -0.42038  0.115
11 O -2.43470 -2.11781 0.63316  0.123
12 Br 3.51673 -0.46287 -0.04817  0.886
13 H 0.13902 1.52837 -2.82054  0.134
14 H -1.88197 1.07214 -1.34514  0.128
15 H 2.20592 0.99087 -2.03506  0.079
16 H -0.43660 0.47899 2.63465  0.105
17 H 0.77149 1.62184 2.33899  0.127
18 H -0.60835 1.24972 1.18865  0.063
19 H 0.70245 -1.49067 -0.41465  0.058
20 H -0.35607 -2.37016 0.42662  0.145
21 H 1.76250 -0.33306 1.85400  0.125

Its charge is +1. The HOMO-LUMO gap comes out at 7.73 eV.

=====

Which structure is most stable? run i, by 220.5 kJ/mol over the runner-up.